[1]
Molecular formula: C20H30F4IN4O13
Method: DFT, wB97M-V/def2-TZVPD

Results
F_max   0.03306 hartree/bohr
Kohn-Sham gap   9.701 eV
LUMO energy   -3.088 eV

```
! RIJCOSX wB97M-V def2-TZVPD def2/J DEFGRID3
* xyz 1 1
N -0.706 -0.671 0.063
C -1.495 0.548 0.302
C -0.530 1.716 0.521
N 0.027 1.664 1.876
C 1.284 1.789 2.182
N 1.707 1.620 3.516
C 3.022 0.958 3.313
I 2.693 -1.144 3.169
C 3.587 1.625 2.045
C 4.491 0.832 1.124
C 5.899 0.629 1.692
C 6.843 0.000 0.671
O 6.394 -1.293 0.283
N 2.306 2.006 1.315
H -0.003 -0.755 0.794
H -1.299 -1.488 0.187
H -2.168 0.448 1.165
H -2.085 0.782 -0.585
H -0.993 2.688 0.338
H 0.278 1.604 -0.206
H -0.591 1.455 2.650
H 1.893 2.551 3.898
H 3.619 1.100 4.210
H 4.064 2.561 2.352
H 4.040 -0.147 0.929
H 4.566 1.356 0.162
H 5.854 -0.037 2.561
H 6.311 1.594 2.005
H 7.829 -0.129 1.120
H 6.952 0.655 -0.203
H 5.960 -1.248 -0.572
H 2.209 1.508 0.433
C -1.337 -2.922 4.961
C -1.305 -4.404 4.638
O -2.041 -4.463 3.423
C -1.975 -3.261 2.820
O -2.313 -3.037 1.703
O -1.459 -2.332 3.657
F -1.926 -5.148 5.572
H -2.223 -2.683 5.551
H -0.444 -2.553 5.456
H -0.309 -4.815 4.463
C 0.326 -3.954 -0.993
C 0.422 -3.833 -2.500
O 1.722 -4.317 -2.764
C 2.089 -5.154 -1.750
O 3.028 -5.866 -1.767
O 1.208 -5.045 -0.723
F 0.333 -2.545 -2.923
H 0.711 -3.051 -0.516
H -0.671 -4.172 -0.623
H -0.303 -4.430 -3.054
C -1.014 3.400 -4.461
C -0.358 2.393 -3.534
O -0.996 2.669 -2.293
C -2.213 3.224 -2.556
O -3.064 3.354 -1.738
O -2.297 3.579 -3.843
F 0.972 2.595 -3.386
H -0.471 4.345 -4.446
H -1.139 3.052 -5.481
H -0.528 1.348 -3.795
C -5.944 1.940 -2.474
C -5.725 2.629 -3.803
O -7.003 2.570 -4.395
C -7.936 2.470 -3.400
O -9.097 2.606 -3.548
O -7.322 2.207 -2.219
F -4.835 1.958 -4.584
H -5.795 0.864 -2.582
H -5.322 2.330 -1.674
H -5.405 3.670 -3.731
*
```

Atomic partial charges in e from the Mulliken method, atoms 1 to 6:
1 N -0.33
2 C -0.57
3 C -0.61
4 N 0.14
5 C 0.17
6 N -0.34

---

[2]
Molecular formula: C4H8ClN2O
Method: DFT, wB97M-V/def2-TZVPD

Results
F_max   0.09138 hartree/bohr
ΔE to the lowest compared entry with this formula, charge and spin   28.1 kcal per mole
Kohn-Sham gap   8.077 eV
LUMO energy   -5.857 eV

```
! RIJCOSX wB97M-V def2-TZVPD def2/J DEFGRID3
* xyz 1 1
C -1.551 -1.461 0.461
N -0.646 -0.365 0.252
C -0.917 0.920 0.873
C 0.403 -0.530 -0.457
O 0.683 -1.496 -1.102
C 1.439 0.605 -0.369
N 2.049 0.954 -1.485
Cl 2.261 0.798 1.128
H -2.558 -1.014 0.464
H -1.523 -2.317 -0.432
H -1.343 -2.054 1.286
H -0.254 0.814 1.829
H -0.388 1.736 0.335
H -2.058 1.080 1.066
H 1.496 0.789 -2.398
H 2.908 1.540 -1.452
*
```

Atomic partial charges in e from the Mulliken method, atoms 1 to 6:
1 C -0.89
2 N 0.04
3 C -0.96
4 C 0.72
5 O -0.52
6 C 0.29

---

[3]
Molecular formula: C43H35F2GeMnNSSi
Method: DFT, wB97M-V/def2-TZVPD

Results
F_max   0.06503 hartree/bohr
ΔE to the lowest compared entry with this formula, charge and spin   12.9 kcal per mole
Kohn-Sham gap (alpha / beta)   8.623 / 8.503 eV
LUMO energy (alpha / beta)   -2.906 / -2.886 eV

```
! RIJCOSX wB97M-V def2-TZVPD def2/J DEFGRID3
* xyz 1 1
Mn -1.824 -0.489 0.848
S -0.333 -1.190 2.545
C -1.198 -2.617 1.894
C -1.448 -3.778 2.603
C -2.162 -4.776 1.962
C -2.612 -4.569 0.662
C -2.386 -3.355 0.054
N -1.703 -2.385 0.672
H -1.094 -3.885 3.617
H -2.366 -5.711 2.471
H -3.169 -5.333 0.134
H -2.761 -3.116 -0.932
F -2.888 0.593 2.108
C -3.674 -0.270 1.178
F -4.143 -1.296 1.973
H -4.516 0.303 0.834
C 3.696 2.066 4.533
C 4.433 0.932 4.222
C 3.853 -0.093 3.486
C 2.530 0.007 3.045
C 1.801 1.160 3.360
C 2.378 2.180 4.104
Si 1.846 -1.309 1.937
C 2.498 -3.016 2.205
C 2.007 -3.918 3.151
C 2.598 -5.163 3.321
C 3.703 -5.516 2.557
C 4.214 -4.625 1.622
C 3.615 -3.385 1.443
C 2.114 -0.874 0.161
C 2.947 0.200 -0.160
C 3.381 0.393 -1.469
C 2.988 -0.492 -2.463
C 2.129 -1.547 -2.163
C 1.697 -1.737 -0.859
H 4.146 2.863 5.113
H 5.461 0.843 4.557
H 4.436 -0.983 3.258
H 0.774 1.278 3.021
H 1.800 3.064 4.351
H 1.174 -3.639 3.782
H 2.204 -5.852 4.060
H 4.173 -6.483 2.697
H 5.078 -4.898 1.026
H 4.012 -2.705 0.694
H 3.269 0.887 0.617
H 4.031 1.229 -1.707
H 3.361 -0.365 -3.474
H 1.809 -2.230 -2.945
H 1.052 -2.579 -0.631
C -1.648 0.203 -0.607
Ge -1.670 1.728 -1.910
C -3.322 2.509 -1.229
C -3.307 3.680 -0.472
C -4.483 4.171 0.087
C -5.682 3.499 -0.112
C -5.711 2.336 -0.875
C -4.535 1.840 -1.426
C -1.809 1.285 -3.780
C -2.991 1.594 -4.459
C -3.113 1.307 -5.813
C -2.061 0.707 -6.495
C -0.876 0.414 -5.829
C -0.747 0.707 -4.478
C -0.090 2.751 -1.423
C 0.307 2.846 -0.085
C 1.435 3.577 0.265
C 2.178 4.219 -0.719
C 1.789 4.138 -2.049
C 0.659 3.408 -2.400
H -2.374 4.214 -0.318
H -4.464 5.086 0.668
H -6.597 3.885 0.322
H -6.649 1.816 -1.039
H -4.565 0.930 -2.020
H -3.813 2.071 -3.936
H -4.027 1.563 -6.339
H -2.163 0.471 -7.547
H -0.050 -0.038 -6.367
H 0.186 0.498 -3.966
H -0.265 2.347 0.679
H 1.740 3.645 1.303
H 3.063 4.782 -0.446
H 2.362 4.648 -2.815
H 0.362 3.347 -3.442
*
```

Atomic partial charges in e from the Mulliken method, atoms 1 to 6:
1 Mn 0.23
2 S -0.79
3 C 1.13
4 C -0.69
5 C -0.45
6 C -0.81

---

[4]
Molecular formula: C8H5FNO2S
Method: DFT, wB97M-V/def2-TZVPD

Results
F_max   0.08743 hartree/bohr
ΔE to the lowest compared entry with this formula, charge and spin   0.0 kcal per mole
Kohn-Sham gap   7.037 eV
LUMO energy   3.609 eV

```
! RIJCOSX wB97M-V def2-TZVPD def2/J DEFGRID3
* xyz -1 1
C 3.559 1.448 -0.598
C -1.018 -0.651 -0.143
C 0.258 -1.252 -0.210
C -1.124 0.723 0.071
C 1.405 -0.490 -0.005
C 0.023 1.526 0.094
C 1.259 0.936 0.008
C 2.386 1.846 -0.073
N 4.659 1.180 -0.808
O 3.247 0.125 2.520
O 1.746 2.016 3.030
F 2.155 3.220 -0.019
S 2.990 1.545 2.376
H -1.810 -1.305 -0.350
H 0.351 -2.225 -0.388
H -2.155 0.998 0.101
H 2.454 -0.691 -0.041
H -0.148 2.520 0.121
*
```

Atomic partial charges in e from the Mulliken method, atoms 1 to 6:
1 C 0.50
2 C -0.41
3 C -0.83
4 C -0.46
5 C -0.43
6 C -0.54